Here is C54H43N3O6PPbS2 as an isolated structure in a non-equilibrium geometry from the Open Molecules 2025 dataset. Energies are from ωB97M-V with the def2-TZVPD basis set.

The calculation puts the HOMO-LUMO gap at 0.18691 Ha. The energy relative to the best compared isomer or geometry (same formula, charge and spin) is 3.2527 eV. The HOMO energy comes out at -9.22 eV. As for the total charge: +1.

Each line ends with the Löwdin charge.
Element x y z (Å)
Pb -0.329 -0.415 0.163  1.359
O 1.609 -1.607 4.412  0.044
C 0.966 -1.742 3.382  -0.645
O 0.428 -0.810 2.680  -0.278
C 0.638 -3.212 2.935  -0.073
C -0.832 -3.340 2.490  -0.242
C -1.250 -4.817 2.548  -0.084
C -0.512 -5.382 1.313  -0.088
C 0.159 -4.113 0.759  -0.272
O -0.788 -3.097 1.074  -0.159
C 1.371 -3.776 1.669  -0.074
C 2.372 -2.828 1.050  -0.441
O 3.028 -1.996 1.592  0.155
O 2.542 -3.039 -0.336  -0.208
H 0.841 -3.831 3.806  0.151
H -1.514 -2.644 2.970  0.143
H -0.950 -5.290 3.480  0.120
H -2.330 -4.911 2.447  0.116
H 0.210 -6.158 1.565  0.117
H -1.212 -5.786 0.583  0.114
H 0.370 -4.126 -0.308  0.142
H 1.939 -4.678 1.911  0.169
C -3.721 -1.797 5.579  -0.083
C -2.409 -1.396 5.795  -0.063
C -1.751 -0.628 4.848  -0.107
C -2.413 -0.237 3.683  -0.352
C -3.726 -0.654 3.465  -0.087
C -4.375 -1.433 4.412  -0.081
P -1.546 0.746 2.418  1.050
C -0.728 2.074 3.369  -0.321
C 0.266 2.806 2.725  -0.077
C 0.927 3.825 3.390  -0.074
C 0.598 4.125 4.703  -0.082
C -0.419 3.428 5.336  -0.070
C -1.085 2.407 4.674  -0.090
C -2.925 1.715 1.669  -0.305
C -3.721 2.531 2.435  -0.073
C -4.766 3.271 1.859  -0.062
C -4.999 3.180 0.517  -0.033
C -4.181 2.379 -0.310  -0.168
C -4.397 2.347 -1.707  -0.044
C -3.559 1.642 -2.516  -0.092
C -2.494 0.904 -1.952  -0.195
C -2.269 0.846 -0.596  -0.245
C -3.111 1.621 0.262  -0.204
H -4.233 -2.399 6.318  0.103
H -1.895 -1.680 6.703  0.111
H -0.723 -0.332 5.007  0.108
H -4.232 -0.352 2.556  0.105
H -5.394 -1.754 4.242  0.103
H 0.521 2.556 1.705  0.066
H 1.705 4.384 2.885  0.100
H 1.146 4.891 5.236  0.103
H -0.693 3.670 6.354  0.106
H -1.870 1.870 5.185  0.100
H -3.544 2.601 3.501  0.105
H -5.377 3.911 2.481  0.107
H -5.801 3.740 0.050  0.113
H -5.223 2.917 -2.114  0.111
H -3.696 1.641 -3.592  0.097
H -1.839 0.381 -2.643  0.065
N 2.069 -2.660 -3.760  0.183
C 3.431 -2.827 -3.542  -0.197
C 4.232 -3.462 -4.491  0.008
C 5.587 -3.613 -4.269  -0.034
C 6.181 -3.131 -3.104  -0.040
C 5.395 -2.522 -2.146  -0.047
C 4.029 -2.394 -2.358  -0.288
S 3.025 -1.640 -1.120  1.215
N 1.699 -1.289 -1.925  -0.178
C 1.246 -1.982 -2.940  -0.274
C -0.200 -2.076 -3.136  -0.204
C -0.753 -2.320 -4.395  0.002
C -2.110 -2.566 -4.494  -0.027
C -2.871 -2.575 -3.336  -0.005
C -2.253 -2.257 -2.134  -0.116
N -0.959 -1.993 -2.026  0.053
H 1.672 -3.111 -4.572  0.157
H 3.783 -3.843 -5.400  0.126
H 6.193 -4.117 -5.007  0.122
H 7.242 -3.254 -2.943  0.121
H 5.823 -2.165 -1.217  0.129
H -0.130 -2.275 -5.279  0.118
H -2.566 -2.753 -5.456  0.121
H -3.924 -2.810 -3.359  0.122
H -2.819 -2.205 -1.212  0.127
O 0.929 1.757 -0.298  -0.669
S 2.224 1.999 -1.010  1.013
C 2.476 3.777 -0.862  -0.365
C 1.394 4.619 -0.677  -0.064
C 1.616 5.981 -0.568  -0.054
C 2.909 6.485 -0.629  -0.063
C 3.987 5.627 -0.795  -0.067
C 3.773 4.263 -0.914  -0.083
C 1.780 2.017 -2.764  -0.371
C 2.750 1.742 -3.716  -0.094
C 2.386 1.663 -5.052  -0.079
C 1.060 1.861 -5.420  -0.074
C 0.101 2.143 -4.456  -0.057
C 0.459 2.218 -3.118  -0.067
H 0.396 4.205 -0.611  0.116
H 0.776 6.649 -0.433  0.114
H 3.079 7.549 -0.545  0.111
H 4.995 6.016 -0.828  0.110
H 4.605 3.582 -1.046  0.109
H 3.779 1.585 -3.411  0.110
H 3.136 1.447 -5.801  0.107
H 0.774 1.798 -6.461  0.107
H -0.931 2.303 -4.740  0.110
H -0.279 2.402 -2.347  0.100

Here is H4NOPS2 in the gas phase in a non-equilibrium geometry from the Open Molecules 2025 dataset. Energies are from ωB97M-V with the def2-TZVPD basis set.

As for the SMILES: NP(=O)(S)S. The calculation puts the HOMO-LUMO gap at 0.38127 Ha. The energy relative to the best compared isomer or geometry (same formula, charge and spin) is 0.3274 eV. The HOMO energy comes out at -10.10 eV.

Each line ends with the Löwdin charge.
Element x y z (Å)
N 0.996 -0.696 0.669  -0.189
P -0.158 0.119 -0.333  -0.047
O 0.007 -0.183 -1.729  -0.405
S -2.233 -0.311 0.306  0.399
S 0.377 2.094 0.268  0.445
H 0.811 -0.532 1.692  0.056
H 1.040 -1.726 0.522  0.062
H -2.390 -0.497 -1.043  -0.173
H 1.548 1.732 -0.354  -0.148

Here is C3H5OPS2 as an isolated structure in a non-equilibrium geometry from the Open Molecules 2025 dataset. Energies are from ωB97M-V with the def2-TZVPD basis set.

The calculation puts the HOMO-LUMO gap (spin up / spin down) at 0.34167 / 0.15540 Ha. The energy relative to the best compared isomer or geometry (same formula, charge and spin) is 3.4247 eV. The HOMO energy (spin up / spin down) comes out at -9.52 / -6.73 eV.

Each line ends with the Löwdin charge.
Element x y z (Å)
C -1.114 -0.422 0.078  -0.368
C 1.191 -0.102 0.315  -0.398
C -0.109 -0.322 1.232  -0.870
O -0.223 1.960 -2.631  -0.659
P 0.140 0.678 -3.166  0.549
S 0.282 -0.807 -1.092  0.730
S -0.293 0.556 2.761  0.715
H -1.803 -1.155 0.080  0.028
H -1.611 0.575 -0.120  0.113
H 1.376 0.882 0.261  0.027
H 2.072 -0.557 0.776  0.093
H 0.091 -1.286 1.508  0.041

Here is a 24-piece molecular cluster, H48O24 overall in a non-equilibrium geometry from the Open Molecules 2025 dataset. Energies are from ωB97M-V with the def2-TZVPD basis set.

The calculation puts the HOMO-LUMO gap at 0.41029 Ha. The energy relative to the best compared isomer or geometry (same formula, charge and spin) is 0.9157 eV. The HOMO energy comes out at -11.28 eV.

Each line ends with the Löwdin charge.
Element x y z (Å)
O 7.963 9.855 11.492  -0.040
H 8.293 10.748 11.621  0.019
H 8.688 9.312 11.178  0.020
O 8.147 10.426 5.639  -0.051
H 7.601 9.916 6.240  -0.024
H 7.466 10.910 5.166  0.062
O 11.626 15.600 8.274  -0.094
H 12.335 15.703 7.617  0.018
H 12.053 15.541 9.192  0.032
O 16.205 13.479 6.248  -0.054
H 15.999 12.637 6.655  -0.013
H 17.136 13.500 6.001  0.051
O 15.118 11.285 7.584  -0.089
H 14.345 11.338 7.007  0.002
H 14.804 11.095 8.526  0.029
O 12.493 8.161 7.857  -0.016
H 13.175 8.443 8.462  0.062
H 12.000 8.927 7.709  -0.019
O 11.689 11.485 11.757  -0.063
H 10.768 11.664 11.418  0.028
H 11.843 10.720 11.188  -0.002
O 12.917 8.459 4.982  -0.048
H 12.826 7.912 5.760  0.005
H 12.493 7.962 4.266  0.042
O 13.591 14.661 6.481  -0.040
H 13.189 13.844 6.133  0.057
H 14.508 14.639 6.273  0.003
O 11.131 8.715 10.315  -0.053
H 11.148 7.815 9.952  0.050
H 10.953 9.296 9.574  -0.016
O 13.419 13.413 9.141  -0.059
H 13.974 13.094 8.394  0.039
H 12.689 13.886 8.710  0.011
O 12.538 15.468 11.036  -0.043
H 13.390 15.027 10.914  0.033
H 12.434 15.858 11.901  0.001
O 14.546 12.914 12.438  -0.065
H 13.618 12.621 12.418  0.017
H 14.722 13.233 11.521  0.036
O 14.177 10.835 10.160  -0.049
H 13.580 11.560 10.391  -0.006
H 14.884 10.992 10.802  0.072
O 6.507 9.093 7.291  -0.068
H 6.964 8.339 7.716  0.076
H 6.228 9.677 8.036  0.031
O 6.289 11.155 9.169  -0.069
H 7.218 11.349 8.960  -0.002
H 6.355 10.858 10.091  0.038
O 12.242 16.637 13.751  -0.052
H 11.989 17.399 14.300  0.060
H 11.847 15.881 14.213  0.056
O 8.708 14.331 8.233  -0.053
H 9.385 15.005 8.090  0.041
H 7.886 14.772 8.575  0.108
O 9.382 12.953 10.763  -0.018
H 9.773 13.579 11.358  0.050
H 9.495 13.149 9.845  -0.006
O 8.758 11.628 8.000  -0.063
H 8.892 12.596 7.900  0.034
H 8.698 11.314 7.098  0.015
O 10.305 6.158 7.176  -0.074
H 11.215 6.184 7.512  0.023
H 10.296 6.991 6.679  0.006
O 12.700 11.228 5.865  -0.056
H 12.587 10.372 5.445  0.008
H 12.088 11.330 6.615  0.014
O 10.212 7.058 4.373  -0.037
H 9.529 7.726 4.234  0.053
H 9.779 6.239 4.547  0.029
O 11.326 10.794 8.374  -0.062
H 10.422 11.182 8.404  0.033
H 11.945 11.352 8.867  0.041

Here is BrClI2Si in the gas phase in a non-equilibrium geometry from the Open Molecules 2025 dataset. Energies are from ωB97M-V with the def2-TZVPD basis set.

As for the SMILES: Cl[Si](Br)(I)I. The calculation puts the HOMO-LUMO gap at 0.30341 Ha. The energy relative to the best compared isomer or geometry (same formula, charge and spin) is 0.7508 eV. The HOMO energy comes out at -9.96 eV.

Each line ends with the Löwdin charge.
Element x y z (Å)
Cl -0.215 -1.038 1.829  0.279
Si 0.086 -0.084 0.173  -0.959
Br 0.484 -1.316 -2.009  0.029
I -2.283 0.713 -0.248  0.326
I 1.928 1.724 0.254  0.325

Here is a 2-piece molecular cluster, C9H23F6N2P overall in a non-equilibrium geometry from the Open Molecules 2025 dataset. Energies are from ωB97M-V with the def2-TZVPD basis set.

The calculation puts the HOMO-LUMO gap at 0.34708 Ha. The energy relative to the best compared isomer or geometry (same formula, charge and spin) is 1.9207 eV. The HOMO energy comes out at -9.95 eV.

Each line ends with the Löwdin charge.
Element x y z (Å)
C 0.702 2.941 1.121  -0.060
C -0.066 2.373 -0.126  -0.161
N 0.429 0.991 -0.509  -0.089
C 0.075 0.774 -1.949  -0.120
C 0.904 -0.331 -2.685  -0.148
C 2.347 0.125 -3.136  -0.255
N 3.357 -0.446 -2.211  -0.013
C -0.230 0.047 0.447  -0.105
C 0.391 -1.381 0.591  -0.371
C -0.161 -2.054 1.900  -0.065
C 1.965 -1.457 0.632  -0.077
H 0.142 3.789 1.577  0.095
H 0.827 2.187 1.929  0.079
H 1.712 3.316 0.840  0.081
H -1.155 2.319 0.103  0.147
H 0.064 3.111 -0.940  0.125
H 1.450 1.045 -0.442  0.162
H 0.213 1.701 -2.553  0.129
H -1.012 0.541 -2.034  0.149
H 0.995 -1.285 -2.133  0.098
H 0.340 -0.566 -3.621  0.121
H 2.444 1.220 -3.287  0.113
H 2.518 -0.351 -4.134  0.111
H 4.033 0.285 -2.011  0.067
H 3.821 -1.236 -2.642  0.075
H -0.338 0.459 1.473  0.134
H -1.273 -0.090 0.070  0.144
H 0.016 -2.022 -0.242  0.127
H -1.268 -2.134 1.822  0.086
H 0.301 -3.070 1.932  0.088
H 0.172 -1.541 2.826  0.094
H 2.489 -0.480 0.659  0.063
H 2.254 -1.984 1.573  0.077
H 2.297 -2.100 -0.210  0.067
F -4.432 -1.905 1.118  -0.213
P -4.400 -0.672 2.201  0.309
F -5.130 -0.048 3.526  -0.197
F -4.116 -1.979 3.148  -0.207
F -5.862 -0.272 1.582  -0.199
F -3.803 0.235 0.960  -0.235
F -3.012 -0.056 2.837  -0.226